1.
{
  "formula": "C20H42N4O34S6",
  "method": "ωB97M-V/def2-TZVPD",
  "total_energy_ha": -5952.0575,
  "orbital_gap_ev": 8.279,
  "multiplicity": 1,
  "charge": 0,
  "symbols": ["C", "N", "O", "O", "H", "H", "H", "C", "N", "O", "O", "H", "H", "H", "C", "N", "O", "O", "H", "H", "H", "C", "N", "O", "O", "H", "H", "H", "O", "C", "O", "C", "C", "C", "H", "H", "H", "H", "H", "H", "C", "C", "O", "S", "O", "O", "O", "H", "H", "H", "H", "C", "C", "O", "S", "O", "O", "O", "H", "H", "H", "H", "C", "C", "O", "S", "O", "O", "O", "H", "H", "H", "H", "C", "C", "O", "S", "O", "O", "O", "H", "H", "H", "H", "C", "C", "O", "S", "O", "O", "O", "H", "H", "H", "H", "C", "C", "O", "S", "O", "O", "O", "H", "H", "H", "H"],
  "coordinates": [[-4.74, 0.30, 1.02], [-4.20, 1.64, 1.50], [-3.14, 1.84, 1.00], [-4.85, 2.43, 2.10], [-5.81, 0.33, 1.20], [-4.26, -0.47, 1.63], [-4.49, 0.24, -0.04], [-0.88, -3.25, 0.57], [-0.25, -4.55, 0.35], [0.97, -4.72, 0.45], [-0.98, -5.47, 0.18], [-0.18, -2.45, 0.31], [-1.26, -3.14, 1.59], [-1.56, -3.01, -0.25], [-1.31, 1.18, 3.10], [-1.37, 2.67, 3.28], [-1.03, 3.08, 4.40], [-1.70, 3.34, 2.36], [-1.25, 1.03, 2.02], [-2.24, 0.69, 3.40], [-0.39, 0.77, 3.51], [1.61, -3.93, 3.56], [0.27, -3.37, 3.25], [-0.75, -3.93, 3.69], [0.22, -2.31, 2.56], [1.71, -3.81, 4.64], [2.32, -3.31, 3.03], [1.66, -5.02, 3.48], [4.27, -5.35, 0.04], [3.68, -4.28, 0.18], [3.13, -3.66, -0.84], [2.63, -2.35, -0.53], [2.48, -2.32, 0.92], [3.42, -3.42, 1.41], [1.63, -2.16, -0.91], [3.37, -1.60, -0.81], [1.49, -2.47, 1.36], [2.70, -1.32, 1.31], [2.98, -4.11, 2.13], [4.38, -3.12, 1.83], [0.84, -0.41, -2.88], [0.47, -1.74, -3.59], [-0.46, -1.33, -4.70], [-1.20, 0.15, -4.55], [-2.48, -0.07, -3.85], [-1.18, 0.87, -5.83], [0.13, 0.60, -3.58], [1.88, -0.10, -2.81], [0.34, -0.48, -1.91], [-0.14, -2.44, -3.01], [1.39, -2.30, -3.76], [1.11, 4.54, -2.08], [1.87, 3.49, -2.90], [1.11, 2.32, -2.66], [-0.48, 2.77, -2.96], [-1.45, 1.80, -2.31], [-0.55, 3.06, -4.46], [-0.28, 4.19, -2.13], [1.28, 5.57, -2.39], [1.41, 4.41, -1.04], [2.87, 3.40, -2.48], [2.07, 3.70, -3.95], [-3.30, -3.19, 1.86], [-3.52, -4.25, 0.81], [-3.78, -3.66, -0.44], [-3.88, -2.01, -0.38], [-5.30, -1.56, -0.20], [-3.15, -1.51, -1.50], [-3.08, -1.97, 1.09], [-2.47, -3.43, 2.52], [-4.16, -2.93, 2.47], [-4.37, -4.87, 1.09], [-2.67, -4.92, 0.85], [4.07, 0.32, -0.69], [4.91, 1.61, -0.97], [4.11, 2.73, -0.65], [2.86, 2.29, 0.39], [1.57, 2.41, -0.34], [3.02, 2.95, 1.66], [3.40, 0.70, 0.49], [4.69, -0.55, -0.46], [3.33, 0.16, -1.48], [5.18, 1.64, -2.02], [5.83, 1.60, -0.40], [-1.58, -0.15, -0.33], [-1.14, 1.27, 0.09], [0.03, 1.18, 0.81], [0.79, -0.26, 0.46], [1.02, -1.05, 1.66], [1.86, -0.12, -0.53], [-0.44, -0.90, -0.44], [-1.92, -0.08, -1.37], [-2.17, -0.79, 0.32], [-1.94, 1.80, 0.60], [-0.88, 1.92, -0.74], [-0.57, 3.68, 0.04], [0.43, 4.47, 0.94], [-0.21, 5.72, 1.07], [-0.90, 6.15, -0.38], [0.11, 6.61, -1.33], [-2.11, 7.01, -0.23], [-1.44, 4.58, -0.66], [-1.15, 2.92, 0.56], [0.09, 3.24, -0.71], [1.36, 4.66, 0.40], [0.62, 3.98, 1.90]],
  "lowdin_charge": [0.04, -0.35, 0.01, 0.16, 0.12, 0.09, 0.10, 0.02, -0.34, 0.11, 0.10, 0.08, 0.07, 0.11, 0.07, -0.36, 0.07, 0.08, 0.05, 0.11, 0.11, 0.07, -0.28, 0.07, -0.07, 0.12, 0.07, 0.13, 0.09, -0.49, 0.06, -0.14, -0.21, -0.06, 0.12, 0.10, 0.05, 0.12, 0.07, 0.14, -0.15, -0.07, -0.22, 0.80, -0.25, -0.22, -0.35, 0.13, 0.08, 0.12, 0.13, -0.16, -0.15, -0.24, 0.93, -0.27, -0.24, -0.31, 0.13, 0.08, 0.12, 0.14, -0.13, -0.19, -0.15, 0.80, -0.26, -0.21, -0.33, 0.10, 0.14, 0.14, 0.10, -0.16, -0.16, -0.19, 0.85, -0.30, -0.19, -0.24, 0.15, 0.11, 0.13, 0.13, -0.17, -0.27, -0.21, 0.89, -0.34, -0.40, -0.25, 0.11, 0.08, -0.01, 0.07, -0.23, -0.15, -0.17, 0.83, -0.25, -0.25, -0.17, 0.07, 0.05, 0.10, 0.13]
}

2.
{
  "formula": "C54H67As2BN6OPRhS",
  "method": "ωB97M-V/def2-TZVPD",
  "total_energy_ha": -7847.7167,
  "orbital_gap_ev": [8.019, 4.232],
  "de_lowest_kj_mol": 60.4,
  "multiplicity": 5,
  "charge": 2,
  "symbols": ["Rh", "C", "C", "C", "C", "C", "N", "N", "B", "N", "N", "C", "C", "C", "C", "C", "N", "N", "C", "C", "C", "C", "C", "H", "H", "H", "H", "H", "H", "H", "H", "H", "H", "H", "H", "H", "H", "H", "H", "H", "H", "H", "H", "H", "H", "O", "S", "C", "C", "C", "C", "H", "H", "H", "H", "H", "H", "H", "H", "C", "As", "C", "C", "C", "C", "C", "C", "C", "C", "H", "H", "H", "H", "H", "H", "H", "H", "H", "H", "H", "H", "H", "C", "C", "As", "C", "C", "C", "C", "C", "C", "C", "C", "C", "C", "C", "C", "P", "C", "C", "C", "C", "C", "C", "C", "C", "C", "C", "C", "C", "H", "H", "H", "H", "H", "H", "H", "H", "H", "H", "H", "H", "H", "H", "H", "H", "H", "H", "H", "H", "H", "H", "H", "H"],
  "coordinates": [[0.28, -0.35, -0.01], [2.75, 0.54, 2.60], [1.30, 0.53, 2.97], [0.73, 0.60, 4.25], [-0.64, 0.49, 4.06], [-1.73, 0.48, 5.09], [-0.86, 0.37, 2.74], [0.32, 0.41, 2.06], [-2.22, 0.21, 2.01], [-2.28, 1.18, 0.77], [-1.36, 1.09, -0.24], [-1.83, 1.77, -1.30], [-1.06, 1.82, -2.58], [-3.08, 2.30, -0.97], [-3.34, 1.90, 0.33], [-4.54, 2.18, 1.18], [-2.39, -1.22, 1.44], [-1.72, -1.46, 0.28], [-2.41, -2.36, -0.40], [-2.11, -2.60, -1.85], [-3.50, -2.81, 0.38], [-3.47, -2.04, 1.52], [-4.42, -2.02, 2.68], [3.26, 1.38, 3.07], [2.86, 0.61, 1.52], [3.24, -0.37, 2.95], [1.25, 0.70, 5.19], [-1.29, 0.57, 6.08], [-2.30, -0.45, 5.04], [-2.43, 1.30, 4.94], [-3.11, 0.47, 2.76], [-0.03, 1.52, -2.41], [-1.07, 2.83, -3.00], [-1.50, 1.16, -3.32], [-3.74, 2.88, -1.60], [-5.13, 2.97, 0.72], [-4.25, 2.49, 2.18], [-5.17, 1.29, 1.28], [-2.05, -1.65, -2.38], [-2.92, -3.19, -2.30], [-1.18, -3.12, -2.01], [-4.24, -3.54, 0.10], [-5.07, -2.89, 2.64], [-5.06, -1.13, 2.67], [-3.89, -2.03, 3.63], [2.27, 0.78, -0.75], [3.55, 0.71, -1.59], [4.85, -0.07, -0.59], [5.76, 1.02, -0.02], [5.79, 2.12, -1.09], [4.33, 2.35, -1.46], [5.38, -0.74, -1.26], [4.33, -0.66, 0.17], [6.75, 0.64, 0.19], [5.34, 1.41, 0.91], [6.35, 1.79, -1.96], [6.26, 3.04, -0.73], [4.19, 2.89, -2.40], [3.78, 2.84, -0.66], [1.87, 3.69, 1.98], [0.68, 3.15, 0.54], [-0.95, 3.98, 1.19], [1.09, 4.25, -1.09], [1.46, 5.62, -0.64], [2.79, 5.93, -0.32], [3.14, 7.21, 0.07], [2.16, 8.20, 0.15], [0.84, 7.90, -0.18], [0.49, 6.62, -0.56], [1.82, 4.77, 2.07], [2.90, 3.38, 1.80], [1.50, 3.22, 2.89], [-0.70, 5.00, 1.48], [-1.32, 3.43, 2.05], [-1.71, 3.98, 0.41], [0.15, 4.22, -1.65], [1.86, 3.74, -1.66], [3.55, 5.16, -0.39], [4.17, 7.44, 0.31], [2.43, 9.20, 0.45], [0.09, 8.68, -0.14], [-0.54, 6.39, -0.82], [1.04, -4.40, -0.22], [0.30, -5.24, -1.26], [0.50, -7.22, -0.98], [2.40, -7.42, -1.34], [3.03, -8.56, -0.85], [4.36, -8.81, -1.13], [5.08, -7.93, -1.92], [4.46, -6.81, -2.45], [3.12, -6.55, -2.16], [0.52, -7.12, 0.98], [1.66, -6.99, 1.77], [1.55, -6.86, 3.15], [0.30, -6.84, 3.75], [-0.85, -6.97, 2.98], [-0.74, -7.11, 1.60], [1.36, -2.55, -0.33], [2.33, -2.34, -1.86], [1.64, -1.66, -2.88], [2.22, -1.48, -4.13], [3.50, -1.96, -4.37], [4.19, -2.63, -3.37], [3.60, -2.85, -2.13], [2.38, -2.56, 1.20], [1.62, -2.49, 2.37], [2.20, -2.70, 3.62], [3.56, -2.97, 3.71], [4.33, -3.05, 2.55], [3.74, -2.86, 1.31], [2.06, -4.77, -0.10], [0.56, -4.52, 0.75], [0.61, -5.01, -2.28], [-0.77, -5.09, -1.20], [2.46, -9.27, -0.25], [4.84, -9.70, -0.74], [6.12, -8.13, -2.15], [5.00, -6.14, -3.10], [2.63, -5.69, -2.60], [2.64, -6.99, 1.32], [2.44, -6.77, 3.75], [0.21, -6.75, 4.83], [-1.83, -6.97, 3.44], [-1.63, -7.23, 0.99], [0.65, -1.28, -2.69], [1.66, -0.97, -4.91], [3.96, -1.81, -5.34], [5.18, -3.02, -3.57], [4.13, -3.43, -1.39], [0.55, -2.30, 2.31], [1.59, -2.65, 4.51], [4.02, -3.14, 4.68], [5.38, -3.28, 2.61], [4.36, -2.96, 0.42]],
  "lowdin_charge": [0.98, -0.03, -0.36, 0.03, -0.25, 0.00, 0.03, -0.03, -0.49, 0.03, -0.07, -0.35, -0.02, 0.02, -0.27, 0.00, 0.03, -0.02, -0.32, -0.02, 0.04, -0.26, 0.00, 0.09, 0.04, 0.07, 0.13, 0.09, 0.09, 0.09, 0.12, 0.05, 0.08, 0.09, 0.13, 0.09, 0.09, 0.09, 0.07, 0.09, 0.03, 0.12, 0.09, 0.08, 0.08, -0.69, 1.00, -0.30, -0.20, -0.21, -0.31, 0.09, 0.06, 0.13, 0.11, 0.13, 0.12, 0.10, 0.06, -0.23, 1.35, -0.23, -0.25, -0.32, -0.06, -0.06, -0.05, -0.05, -0.05, 0.05, 0.03, 0.04, 0.05, 0.04, 0.03, 0.07, 0.06, 0.10, 0.12, 0.12, 0.12, 0.12, -0.35, -0.41, 1.32, -0.44, -0.13, -0.07, -0.08, -0.09, -0.13, -0.43, -0.12, -0.08, -0.09, -0.08, -0.13, 1.03, -0.39, -0.15, -0.07, -0.06, -0.07, -0.11, -0.37, -0.13, -0.07, -0.06, -0.06, -0.10, 0.07, 0.07, 0.05, 0.04, 0.11, 0.11, 0.11, 0.10, 0.08, 0.10, 0.11, 0.11, 0.11, 0.09, 0.07, 0.12, 0.12, 0.12, 0.10, 0.10, 0.12, 0.12, 0.12, 0.08]
}

3.
{
  "formula": "C27H50P2Pm",
  "method": "ωB97M-V/def2-TZVPD",
  "total_energy_ha": -2349.3678,
  "orbital_gap_ev": [5.772, 5.802],
  "de_lowest_kj_mol": 332.6,
  "multiplicity": 5,
  "charge": 1,
  "symbols": ["Pm", "C", "C", "C", "C", "C", "C", "H", "H", "H", "C", "H", "H", "H", "C", "H", "H", "H", "C", "H", "H", "H", "C", "H", "H", "H", "C", "C", "C", "C", "C", "C", "C", "C", "H", "H", "H", "H", "H", "H", "H", "H", "H", "H", "H", "H", "P", "C", "C", "P", "C", "C", "C", "H", "H", "H", "H", "H", "H", "H", "H", "H", "H", "H", "H", "H", "H", "C", "C", "C", "C", "H", "H", "H", "H", "H", "H", "H", "H", "H"],
  "coordinates": [[-0.13, 0.95, -1.94], [-0.96, -1.14, 0.29], [0.30, -1.37, -0.35], [0.66, -0.07, 1.53], [-0.74, -0.33, 1.43], [1.30, -0.70, 0.44], [-2.25, -1.81, -0.03], [-2.27, -2.18, -1.07], [-3.10, -1.13, 0.10], [-2.42, -2.68, 0.63], [-1.76, 0.08, 2.42], [-2.64, -0.58, 2.36], [-2.11, 1.11, 2.25], [-1.37, 0.03, 3.45], [1.35, 0.61, 2.64], [0.74, 0.62, 3.55], [1.59, 1.66, 2.40], [2.30, 0.11, 2.87], [2.77, -0.83, 0.26], [3.12, -1.85, 0.50], [3.30, -0.12, 0.91], [3.08, -0.61, -0.78], [0.58, -2.38, -1.41], [0.80, -3.37, -0.98], [1.45, -2.10, -2.01], [-0.28, -2.52, -2.08], [-1.74, 1.56, -3.66], [-2.19, 0.70, -4.89], [-1.19, -0.05, -5.79], [0.29, -0.18, -5.46], [0.74, -0.27, -3.94], [1.61, 0.96, -3.56], [0.97, 2.38, -3.65], [-0.48, 2.49, -4.15], [-1.24, 0.44, -6.78], [0.86, 0.61, -5.96], [-1.58, -1.06, -5.97], [-0.45, 2.38, -5.24], [-2.47, 2.38, -3.47], [-2.86, 1.30, -5.54], [-0.81, 3.53, -3.98], [1.12, 2.96, -2.71], [2.35, 0.97, -4.38], [1.58, 2.93, -4.37], [0.64, -1.12, -5.91], [1.43, -1.13, -3.89], [-3.27, -0.42, -3.91], [-4.98, 0.04, -3.66], [-2.90, -2.17, -3.89], [3.52, 0.88, -2.59], [-2.25, 0.45, -2.66], [4.62, -0.25, -3.50], [4.15, 2.51, -3.09], [-5.09, 0.47, -2.65], [-5.61, -0.86, -3.73], [-5.31, 0.78, -4.41], [-1.83, -2.40, -3.93], [-3.41, -2.63, -4.75], [-3.32, -2.61, -2.97], [3.51, 3.02, -3.82], [5.17, 2.41, -3.49], [4.20, 3.11, -2.17], [-2.82, 0.85, -1.80], [-0.17, -0.64, -3.39], [5.52, -0.36, -2.86], [4.91, 0.14, -4.48], [4.16, -1.24, -3.60], [-0.81, 3.48, 1.65], [-1.17, 3.13, 0.20], [-2.15, 4.16, -0.37], [0.08, 3.03, -0.63], [-0.16, 4.37, 1.68], [-0.28, 2.66, 2.16], [-1.72, 3.72, 2.22], [-1.69, 2.14, 0.22], [-1.65, 5.14, -0.49], [-2.54, 3.85, -1.35], [-2.99, 4.30, 0.31], [0.25, 3.93, -1.23], [0.98, 2.71, -0.10]],
  "lowdin_charge": [1.56, -0.29, -0.35, -0.24, -0.24, -0.28, -0.07, 0.04, 0.07, 0.10, -0.04, 0.07, 0.06, 0.08, -0.05, 0.08, 0.07, 0.08, -0.09, 0.09, 0.08, -0.03, -0.08, 0.10, 0.05, 0.05, -0.39, -0.33, -0.18, -0.15, -0.26, -0.47, -0.31, -0.12, 0.13, 0.12, 0.10, 0.12, 0.13, 0.13, 0.13, 0.07, 0.08, 0.12, 0.13, 0.11, 0.96, -0.16, -0.18, 0.97, -0.41, -0.29, -0.28, 0.08, 0.07, 0.07, 0.06, 0.07, 0.07, 0.04, 0.05, 0.05, 0.07, 0.05, 0.06, 0.05, 0.04, -0.08, -0.55, -0.08, -0.30, 0.09, 0.05, 0.08, 0.09, 0.09, 0.06, 0.08, 0.03, 0.04]
}